A 9-piece molecular cluster, C49H69ClF27NO24S3 overall at a distorted geometry. Source: OMol25; level of theory: ωB97M-V/def2-TZVPD.

The spin multiplicity is 1. For the LUMO energy, the calculation gives -0.602 eV. The HOMO energy comes out at -8.54 eV. For the energy, the calculation gives -8120.12408 Ha. The molecular weight is 1700.674 g mol⁻¹. For the max |F|, the calculation gives 3.2 eV Å⁻¹.

Last column: Mulliken charge in e.
Cartesian coordinates (Å):
C (-4.938, 2.519, -4.420)  -1.1434
C (-4.314, 3.284, -3.455)  -0.0692
C (-3.380, 2.567, -2.555)  -1.0652
C (-3.231, 3.167, -1.102)  1.3975
C (-4.322, 4.169, -0.739)  -1.9468
C (-4.339, 4.433, 0.763)  -0.2567
N (-5.321, 5.490, 1.092)  -0.7791
C (-1.797, 3.658, -0.766)  -0.1975
S (-1.606, 5.301, -1.510)  1.1947
O (-2.289, 5.415, -2.765)  -0.6099
O (-2.120, 6.256, -0.563)  -0.7049
C (0.140, 5.860, -1.836)  0.5889
F (0.869, 5.931, -0.714)  -0.1945
F (-0.031, 7.125, -2.276)  -0.2259
F (0.760, 5.177, -2.801)  -0.1722
C (-0.740, 2.607, -1.090)  0.5700
C (-1.124, 1.145, -0.751)  -1.6710
C (-0.909, 0.682, 0.698)  -1.4350
C (-1.858, 1.302, 1.733)  -0.3488
C (-3.278, 0.722, 1.681)  -0.9713
S (-3.456, -0.711, 2.741)  1.2378
O (-4.316, -0.365, 3.831)  -0.5173
O (-2.179, -1.210, 3.149)  -0.6572
Cl (-4.439, -2.164, 1.693)  -0.2623
C (0.655, 2.904, -0.512)  -2.0193
C (0.682, 3.479, 0.907)  -0.1411
C (2.100, 4.020, 1.256)  -0.9994
O (2.055, 5.330, 1.766)  -0.4011
C (1.534, 5.386, 3.083)  -0.8614
O (-0.532, 2.653, -2.554)  -0.4070
S (-1.803, 2.263, -3.448)  1.7895
O (-1.760, 0.863, -3.764)  -0.7143
O (-1.774, 3.068, -4.626)  -0.7799
H (-4.683, 2.666, -5.467)  0.2651
H (-5.677, 1.768, -4.151)  0.2617
H (-4.476, 4.351, -3.385)  0.4745
H (-3.822, 1.573, -2.435)  0.7826
H (-3.371, 2.336, -0.413)  -0.6698
H (-4.294, 5.108, -1.282)  0.4725
H (-5.287, 3.712, -0.974)  0.6761
H (-4.624, 3.520, 1.277)  0.1844
H (-3.364, 4.775, 1.116)  0.4099
H (-4.809, 6.367, 1.064)  0.3342
H (-5.530, 5.388, 2.079)  0.3272
H (-1.811, 3.826, 0.304)  0.7543
H (-0.475, 0.529, -1.372)  0.5166
H (-2.137, 0.862, -1.028)  0.7686
H (-1.103, -0.393, 0.710)  0.7797
H (0.120, 0.775, 1.033)  0.1951
H (-1.464, 1.029, 2.714)  1.1057
H (-1.900, 2.388, 1.726)  -0.1140
H (-3.987, 1.455, 2.056)  -0.1634
H (-3.578, 0.482, 0.661)  0.9254
H (1.176, 1.946, -0.481)  0.7826
H (1.246, 3.549, -1.156)  1.0494
H (0.014, 4.329, 1.053)  0.5230
H (0.434, 2.757, 1.682)  0.4727
H (2.617, 3.333, 1.926)  0.4225
H (2.667, 4.055, 0.327)  0.3247
H (0.935, 6.295, 3.146)  0.3731
H (2.326, 5.496, 3.822)  0.2149
H (0.864, 4.558, 3.323)  0.3592
C (7.242, 3.356, -2.176)  -1.1703
C (6.576, 2.024, -2.446)  -0.0258
O (6.227, 1.349, -1.217)  -0.3015
C (5.144, 1.780, -0.600)  0.2684
O (4.423, 2.665, -0.956)  -0.4662
C (4.893, 0.936, 0.659)  0.9135
F (5.999, 0.783, 1.389)  -0.2690
F (4.457, -0.289, 0.328)  -0.2759
F (3.968, 1.501, 1.433)  -0.1594
H (8.108, 3.224, -1.527)  0.3229
H (7.564, 3.813, -3.110)  0.3910
H (6.562, 4.043, -1.673)  0.3159
H (7.264, 1.360, -2.961)  0.1650
H (5.694, 2.133, -3.076)  0.3138
C (6.603, -3.119, -0.555)  -1.2362
C (7.290, -3.768, -1.738)  -0.0195
O (7.992, -2.794, -2.538)  -0.3216
C (9.158, -2.382, -2.068)  0.2996
O (9.685, -2.739, -1.058)  -0.5147
C (9.783, -1.379, -3.049)  0.9105
F (8.893, -0.453, -3.434)  -0.2568
F (10.223, -2.000, -4.152)  -0.2483
F (10.817, -0.747, -2.507)  -0.2494
H (5.942, -2.319, -0.891)  0.2682
H (6.019, -3.856, -0.006)  0.4172
H (7.326, -2.674, 0.127)  0.3385
H (6.550, -4.218, -2.396)  0.2316
H (7.973, -4.557, -1.425)  0.3351
C (0.098, 3.230, 8.675)  -1.1044
C (1.509, 3.494, 8.193)  -0.2351
O (1.547, 4.574, 7.239)  -0.2746
C (1.474, 5.798, 7.741)  0.3055
O (1.388, 6.089, 8.895)  -0.5208
C (1.561, 6.827, 6.604)  0.9277
F (0.739, 6.507, 5.595)  -0.1831
F (2.806, 6.885, 6.111)  -0.2721
F (1.238, 8.044, 7.021)  -0.2597
H (-0.565, 3.044, 7.829)  0.2741
H (0.080, 2.365, 9.336)  0.3759
H (-0.300, 4.086, 9.217)  0.3471
H (1.894, 2.623, 7.667)  0.3305
H (2.186, 3.703, 9.019)  0.3209
C (-7.022, 1.543, 6.972)  -1.2495
C (-6.404, 1.136, 5.652)  -0.0944
O (-5.819, 2.268, 4.971)  -0.2570
C (-4.642, 2.668, 5.417)  0.3367
O (-4.015, 2.193, 6.315)  -0.5623
C (-4.139, 3.840, 4.560)  0.9375
F (-5.080, 4.773, 4.379)  -0.3042
F (-3.769, 3.392, 3.341)  -0.4064
F (-3.089, 4.435, 5.107)  -0.2572
H (-7.749, 2.342, 6.823)  0.3195
H (-7.520, 0.692, 7.433)  0.4028
H (-6.267, 1.916, 7.663)  0.3260
H (-7.170, 0.753, 4.981)  0.3680
H (-5.658, 0.353, 5.775)  0.2472
C (9.652, -4.937, -6.836)  -1.1022
C (8.988, -6.257, -7.165)  -0.2390
O (8.574, -6.951, -5.971)  -0.3235
C (7.462, -6.515, -5.402)  0.3843
O (6.773, -5.616, -5.783)  -0.5134
C (7.141, -7.368, -4.166)  0.9234
F (8.215, -7.533, -3.386)  -0.2540
F (6.714, -8.585, -4.522)  -0.2670
F (6.190, -6.799, -3.430)  -0.2476
H (10.486, -5.091, -6.151)  0.2933
H (10.023, -4.463, -7.744)  0.4071
H (8.955, -4.254, -6.352)  0.3187
H (9.695, -6.919, -7.661)  0.3159
H (8.137, -6.127, -7.834)  0.3147
C (0.197, -2.626, 4.408)  -0.5064
C (0.490, -2.058, 5.778)  -0.2286
O (1.256, -2.977, 6.586)  -0.3396
C (2.551, -3.040, 6.324)  0.3244
O (3.141, -2.411, 5.496)  -0.5166
C (3.228, -4.031, 7.285)  0.9094
F (2.549, -5.180, 7.363)  -0.2478
F (3.295, -3.511, 8.518)  -0.2548
F (4.464, -4.312, 6.891)  -0.2363
H (-0.303, -3.592, 4.494)  0.2835
H (-0.445, -1.945, 3.848)  -0.0417
H (1.115, -2.786, 3.842)  0.3344
H (-0.439, -1.894, 6.320)  0.3460
H (1.008, -1.101, 5.716)  0.3211
C (-3.722, -0.572, -6.145)  -0.8502
C (-3.984, -1.522, -7.293)  -0.4549
O (-4.359, -2.833, -6.817)  -0.2966
C (-5.605, -2.967, -6.401)  0.0693
O (-6.448, -2.121, -6.383)  -0.5249
C (-5.850, -4.419, -5.963)  1.2406
F (-4.869, -4.871, -5.164)  -0.3017
F (-5.910, -5.236, -7.022)  -0.2721
F (-6.997, -4.546, -5.304)  -0.2543
H (-2.972, -0.982, -5.470)  0.3198
H (-3.369, 0.389, -6.517)  0.3781
H (-4.626, -0.403, -5.560)  0.2357
H (-3.076, -1.666, -7.874)  0.3425
H (-4.747, -1.140, -7.970)  0.3536
C (-5.979, -6.804, -3.113)  -1.0370
C (-6.221, -7.754, -4.265)  -0.2047
O (-6.534, -9.082, -3.800)  -0.3283
C (-7.771, -9.271, -3.367)  0.3369
O (-8.643, -8.455, -3.331)  -0.5059
C (-7.954, -10.737, -2.944)  0.8817
F (-6.948, -11.151, -2.166)  -0.2487
F (-7.992, -11.533, -4.020)  -0.2544
F (-9.086, -10.904, -2.271)  -0.2378
H (-5.202, -7.193, -2.454)  0.3389
H (-5.675, -5.831, -3.483)  0.2698
H (-6.878, -6.676, -2.510)  0.3185
H (-5.317, -7.854, -4.862)  0.3463
H (-7.010, -7.394, -4.926)  0.3317

C12H10AgBF2Te as an isolated structure. Source: OMol25; level of theory: ωB97M-V/def2-TZVPD.

The spin multiplicity is 1. For the LUMO energy, the calculation gives -0.063 eV. The HOMO energy comes out at -8.20 eV. For the energy, the calculation gives -1102.91244 Ha. The molecular weight is 438.488 g mol⁻¹. For the max |F|, the calculation gives 0.1 eV Å⁻¹.

Last column: Mulliken charge in e.
Cartesian coordinates (Å):
Ag (-0.224, 0.142, 0.845)  -0.2201
Te (-0.054, -1.802, 2.755)  0.4647
C (-0.146, -0.629, 4.508)  0.1981
C (0.101, -1.247, 5.730)  -0.4277
C (0.082, -0.500, 6.897)  -0.4938
C (-0.195, 0.860, 6.848)  -0.4169
C (-0.450, 1.473, 5.631)  -0.5480
C (-0.423, 0.732, 4.457)  -0.1621
C (2.042, -2.034, 2.813)  0.3400
C (2.574, -3.301, 3.011)  -0.4247
C (3.952, -3.467, 3.078)  -0.4675
C (4.789, -2.369, 2.957)  -0.4173
C (4.253, -1.102, 2.762)  -0.5788
C (2.880, -0.931, 2.683)  -0.2926
H (0.313, -2.308, 5.772)  0.3502
H (0.280, -0.981, 7.846)  0.3656
H (-0.212, 1.441, 7.761)  0.3727
H (-0.664, 2.533, 5.589)  0.3746
H (-0.609, 1.220, 3.508)  0.2683
H (1.921, -4.158, 3.123)  0.3554
H (4.367, -4.454, 3.233)  0.3637
H (5.862, -2.499, 3.014)  0.3760
H (4.906, -0.245, 2.664)  0.3662
H (2.465, 0.057, 2.524)  0.2824
F (-0.887, 1.617, -1.811)  -0.2419
B (-0.239, 1.688, -0.640)  0.4552
F (0.419, 2.850, -0.495)  -0.2416

A 2-piece molecular cluster, C4H8O2 overall. Source: OMol25; level of theory: ωB97M-V/def2-TZVPD.

The spin multiplicity is 1. For the LUMO energy, the calculation gives 0.730 eV. The HOMO energy comes out at -10.09 eV. For the energy, the calculation gives -307.60728 Ha. The molecular weight is 88.106 g mol⁻¹. For the max |F|, the calculation gives 0.3 eV Å⁻¹.

Last column: Mulliken charge in e.
Cartesian coordinates (Å):
C (0.887, 0.815, -1.302)  -0.6320
C (-0.083, 0.443, -0.486)  -0.0086
C (-1.129, 0.804, 0.485)  -0.5722
C (-0.912, -0.643, 0.037)  0.0300
O (-1.808, -1.235, -0.854)  -0.5093
H (1.400, 0.090, -1.931)  0.2733
H (1.191, 1.856, -1.392)  0.2696
H (-2.009, 1.310, 0.089)  0.2615
H (-0.855, 1.080, 1.502)  0.2193
H (-0.449, -1.310, 0.769)  0.3721
H (-2.585, -1.508, -0.350)  0.3198
O (2.076, -0.540, 1.542)  -0.6598
H (2.387, -1.291, 1.022)  0.3244
H (1.888, 0.130, 0.870)  0.3119